1.
Here is C19H31N2RuS as an isolated structure in a non-equilibrium geometry from OMol25. Energies are from ωB97M-V/def2-TZVPD.

Atoms and positions in Å:
C 0.131 2.073 -4.888
H -2.328 0.741 -5.937
C 2.177 -0.912 -0.759
H -2.218 -0.425 -4.608
H -0.598 -1.621 -2.930
C 1.358 -1.117 4.491
C -0.176 0.326 3.212
C 1.875 -0.008 -1.844
H -2.755 -0.778 2.726
H 1.808 2.239 -1.921
C -1.178 0.174 5.434
H -0.012 -1.361 -5.193
C -2.597 0.085 3.384
C 2.154 1.049 3.602
Ru 0.233 -0.257 -0.237
C 2.320 -0.114 0.440
H -0.947 -2.187 1.413
H -2.186 0.360 5.811
H 3.028 0.545 3.180
H -2.371 1.311 -4.260
C -0.440 0.717 -4.941
H 0.106 2.553 -5.884
H 0.386 -0.353 -6.592
H -0.523 1.017 5.709
C 2.220 1.273 0.050
H -2.803 -0.286 -2.095
C -1.122 -1.805 0.410
H 2.331 2.115 0.725
C 1.954 1.334 -1.338
H 0.556 -1.851 4.357
H 0.408 -2.961 -0.779
S -0.399 1.071 1.652
H 2.562 -0.509 1.422
N -1.261 0.055 3.968
H 1.854 1.880 2.964
C -2.118 -0.838 -1.457
H -2.741 0.997 2.795
H 1.421 -0.305 -5.158
H -3.325 0.051 4.199
H 1.177 2.066 -4.557
C -0.943 -1.523 -1.902
H -0.795 -0.750 5.890
H -3.016 -0.616 0.579
C -0.362 -2.198 -0.767
H 1.717 -0.302 -2.878
H -0.439 2.718 -4.206
H 2.293 -1.548 4.108
H 2.429 1.441 4.592
N 1.054 0.113 3.751
C -2.224 -0.995 -0.056
C 0.376 -0.375 -5.487
H 2.361 -1.979 -0.822
C -1.904 0.576 -4.929
H 1.493 -0.905 5.561

For the strongest force on any atom, the calculation gives 2.13 eV/Å. As for the spin multiplicity: 5. The calculation puts the highest occupied orbital energy (alpha / beta) at -9.24 / -11.29 eV. The value obtained for the energy above the lowest of the compared OMol25 structures with the same formula, charge and spin is 0.00 kcal/mol. The charge is +1. The calculation puts the HOMO-LUMO gap (alpha / beta) at 0.2093 / 0.2548 hartree.

2.
Here is one molecule with the formula C19H31N3O from OMol25. Energies are from ωB97M-V/def2-TZVPD.

Atoms and positions in Å:
H 0.178 -4.020 -0.068
H -1.914 -5.009 -0.686
C -3.615 0.753 0.537
H 5.058 -1.817 1.417
H 3.251 0.321 -2.626
C 3.264 -0.734 -2.360
H -3.232 1.863 -2.481
C 2.428 1.546 1.546
H 5.256 -2.260 -0.280
H -0.906 -0.592 -0.939
N 1.595 2.009 0.459
H 0.272 -2.237 0.336
C -1.819 -0.533 -0.363
H 2.047 1.903 -0.439
N 3.498 -0.011 -0.003
H 1.843 1.619 2.464
C 0.239 1.770 0.509
C 5.486 -1.505 0.467
C -2.519 -4.181 -0.322
H 2.585 -1.269 -3.019
H 0.158 2.271 -1.467
C -3.540 -1.624 0.889
H -1.739 0.978 -2.797
H -3.360 3.412 -0.466
C 2.870 0.092 1.309
C 4.942 -0.134 0.047
C -1.658 -2.989 -0.021
H 2.942 -1.977 -0.626
C -0.337 -3.085 0.077
C -4.160 -0.403 1.070
H -3.037 -4.511 0.578
H 3.301 2.201 1.609
C -2.433 0.699 -0.187
C 2.819 -0.919 -0.913
H 1.752 -0.685 -0.852
H 4.267 -1.119 -2.521
H 5.338 0.122 -0.939
H -1.737 4.069 -0.672
H 5.299 0.626 0.748
H 6.566 -1.451 0.578
H -2.157 3.234 0.829
C -2.348 -1.701 0.175
C -2.310 3.245 -0.247
C -1.821 1.923 -0.849
H 3.548 -0.214 2.111
O -0.355 1.539 1.541
C -2.154 1.876 -2.345
H -4.122 1.690 0.698
H -1.750 2.750 -2.854
H -3.270 -3.931 -1.069
H 1.984 -0.547 1.362
H -5.079 -0.347 1.635
H -3.972 -2.513 1.324
N -0.366 1.842 -0.720

For the strongest force on any atom, the calculation gives 0.56 eV/Å. Its SMILES is C=C(C)c1cccc(C(C)(C)NC(=O)NCCN(CC)CC)c1. The calculation puts the highest occupied orbital energy at -8.42 eV. The value obtained for the energy above the lowest of the compared OMol25 structures with the same formula, charge and spin is 2.95 kcal/mol. The charge is 0. The calculation puts the HOMO-LUMO gap at 0.3357 hartree.

3.
Here is one molecule with the formula C19H31N3O4 from OMol25. Energies are from ωB97M-V/def2-TZVPD.

Atoms and positions in Å:
H 0.373 0.158 -3.028
C -0.362 0.023 -2.234
H -0.019 5.039 1.605
C 0.284 0.265 -0.870
C -1.629 8.671 -2.033
N 0.284 2.705 -1.406
N 1.395 -0.659 -0.663
H 3.037 5.671 -0.561
C -2.181 8.166 0.331
C 1.159 4.686 -0.157
H -3.770 7.261 -2.627
C -0.193 4.925 0.533
H -1.599 0.761 0.140
H 3.386 -4.300 0.158
H -1.819 8.609 -3.098
O 2.424 -2.573 -0.222
O 0.242 -2.635 -0.808
C 1.013 3.988 -1.522
H 2.243 -0.247 -0.303
H -0.750 9.221 -1.717
H -3.079 8.428 0.890
H -0.743 -0.995 -2.273
H -4.581 7.912 -1.193
O 1.990 1.809 -0.193
C -1.316 4.198 -2.188
C -1.088 3.155 -1.082
H -0.260 0.357 1.230
H -0.573 6.598 -0.769
H 0.380 4.450 -3.532
H 0.191 5.808 -2.449
H -1.413 8.909 0.559
C -2.453 8.118 -1.148
C 0.939 1.662 -0.794
H -1.076 -0.915 0.302
H -2.000 4.981 -1.866
N -0.820 6.170 0.107
H 1.685 3.969 0.474
H -1.798 2.335 -1.171
C 2.386 -3.998 -0.140
H 1.655 -4.323 0.598
H 2.095 6.428 0.725
C 2.027 5.935 -0.246
H -0.832 2.932 1.033
C -0.732 0.117 0.275
O -2.072 6.406 1.975
C -1.703 6.827 0.893
C 0.102 4.723 -2.515
H -3.724 6.387 -1.083
H -1.185 0.714 -2.408
C 1.252 -2.001 -0.583
H 1.643 6.668 -0.959
H -1.751 3.714 -3.062
H -2.145 4.015 0.602
C -3.696 7.377 -1.547
C -1.127 3.723 0.336
H 2.131 -4.432 -1.105
H 2.008 3.796 -1.924

For the strongest force on any atom, the calculation gives 0.86 eV/Å. Its SMILES is C=C(C)CC(=O)N[C@H]1C[C@H]2CC[C@@H]([C@H]1C)N2C(=O)C(C)(C)NC(=O)OC. The calculation puts the highest occupied orbital energy at -9.37 eV. The value obtained for the energy above the lowest of the compared OMol25 structures with the same formula, charge and spin is 4.35 kcal/mol. The charge is 0. The calculation puts the HOMO-LUMO gap at 0.3661 hartree.

4.
Here is one molecule with the formula C19H31NOS from OMol25. Energies are from ωB97M-V/def2-TZVPD.

Atoms and positions in Å:
H 6.210 -2.380 -2.230
H 0.155 0.168 -1.636
H 5.471 0.758 1.493
S -4.944 -2.576 -0.126
C 0.215 2.202 0.112
O -0.845 2.992 -0.386
H -4.287 -0.460 -1.834
H 3.472 -0.477 2.099
C -5.221 -0.785 0.049
C -4.977 1.435 -1.099
H 7.586 0.819 0.239
H 1.027 2.180 -0.628
H -0.509 3.877 -0.559
N -2.964 0.102 -0.367
C -3.392 -2.746 0.799
H -1.964 1.396 -1.718
C -0.206 0.754 0.420
H -6.268 -0.641 -0.217
C 5.631 0.069 0.674
C 2.302 0.021 0.358
C -0.582 -0.017 -0.853
H 2.715 1.026 0.258
H 1.150 0.552 2.086
C -1.395 0.704 1.395
H -3.589 -2.611 1.860
H -1.228 1.406 2.214
H -5.901 1.321 -1.659
H -1.445 -0.302 1.818
C 6.822 0.104 -0.030
H 0.606 2.651 1.038
C -1.965 0.346 -1.389
H -2.702 -1.995 0.430
C 0.981 0.059 1.125
H 2.949 -1.876 1.151
H -2.746 2.061 0.410
C 6.050 -1.690 -1.414
C 4.639 -0.846 0.347
H -5.202 1.921 -0.153
H 7.963 -0.751 -1.628
H -4.304 2.072 -1.668
C 3.331 -0.855 1.084
C -2.739 1.014 0.741
C 4.862 -1.722 -0.707
H 4.098 -2.440 -0.972
H -5.085 -0.532 1.099
H -3.528 0.880 1.485
H -0.575 -1.085 -0.623
H 0.684 -0.971 1.339
H 2.146 -0.381 -0.643
C 7.034 -0.776 -1.078
H -3.020 -3.748 0.614
H -2.184 -0.288 -2.253
C -4.331 0.059 -0.869

For the strongest force on any atom, the calculation gives 0.65 eV/Å. Its SMILES is CSC[C@@H](C)N1CCC(CO)(CCCc2ccccc2)CC1. The calculation puts the highest occupied orbital energy at -7.87 eV. The value obtained for the energy above the lowest of the compared OMol25 structures with the same formula, charge and spin is 3.38 kcal/mol. The charge is 0. The calculation puts the HOMO-LUMO gap at 0.3108 hartree.

5.
Here is a 8-piece molecular cluster, C19H32Cl10O9 overall in a non-equilibrium geometry from OMol25. Energies are from ωB97M-V/def2-TZVPD.

Atoms and positions in Å:
O -6.754 27.501 -10.790
H -1.055 17.076 -11.566
H -4.305 23.916 -1.137
Cl -4.081 21.585 -1.613
H -7.882 24.780 -7.459
C -7.551 21.220 -12.077
H -6.638 18.605 -9.327
O -6.276 26.186 -9.082
H -7.468 20.185 -14.028
O -3.817 18.015 -12.557
C -6.619 26.306 -10.187
H -7.414 20.389 -11.393
H -11.565 24.516 -9.441
C -11.484 24.548 -11.546
H -9.217 18.062 -7.752
H -8.713 19.691 -8.161
C -2.760 17.116 -12.868
H -5.602 21.424 -9.343
Cl -6.812 24.888 -2.140
C -7.215 25.768 -12.317
C -2.107 16.832 -11.503
O -5.895 22.575 -5.440
H -8.076 21.843 -14.004
H -8.288 21.851 -11.583
H -12.551 24.454 -11.712
H -6.383 27.770 -12.742
H -5.323 23.578 -3.459
C -8.160 25.080 -5.336
C -5.859 23.428 -2.525
H -5.186 24.231 -9.123
H -3.130 16.254 -13.412
O -6.294 21.851 -7.484
Cl -9.376 23.783 -10.028
Cl -6.698 26.058 -5.223
H -6.651 18.462 -7.644
Cl -10.184 24.208 -6.951
H -11.613 22.947 -10.180
H -8.257 25.518 -12.514
H -2.060 17.652 -13.515
C -7.186 27.318 -12.155
C -5.962 22.305 -8.824
H -6.826 22.800 -9.261
Cl -11.005 26.261 -11.601
C -11.110 23.913 -10.224
Cl -9.749 20.302 -13.426
H -8.940 25.357 -4.633
O -6.769 25.270 -11.047
H -8.170 27.718 -12.387
H -5.564 22.943 -0.409
H -2.343 15.830 -11.166
C -3.574 18.560 -11.340
C -5.001 23.095 -1.322
C -8.629 18.649 -8.451
H -6.508 22.579 -2.763
Cl -9.395 18.547 -10.065
H -7.908 24.054 -5.064
C -8.643 25.102 -6.758
C -5.731 22.664 -6.585
H -10.923 24.074 -12.348
O -4.217 19.448 -10.921
O -2.660 17.859 -10.672
H -6.550 25.478 -13.125
Cl -6.119 22.296 -12.237
H -3.875 23.125 -8.947
C -7.205 18.137 -8.525
O -4.927 23.564 -7.162
Cl -7.227 16.369 -8.712
C -8.062 20.898 -13.466
H -8.945 26.121 -6.982
C -4.865 23.358 -8.563

For the strongest force on any atom, the calculation gives 3.29 eV/Å. Its SMILES is O=C1OCCO1.O=C1OCCO1.O=C1OCCO1.ClCCCl.ClCCCl.ClCCCl.ClCCCl.ClCCCl. The calculation puts the highest occupied orbital energy at -9.90 eV. The value obtained for the energy above the lowest of the compared OMol25 structures with the same formula, charge and spin is 0.00 kcal/mol. The charge is 0. The calculation puts the HOMO-LUMO gap at 0.3765 hartree.

6.
Here is a 2-piece molecular cluster, C19H32ClF8N2O4S overall in a non-equilibrium geometry from OMol25. Energies are from ωB97M-V/def2-TZVPD.

Atoms and positions in Å:
H -0.251 6.831 3.283
H -1.512 -1.918 2.903
F -1.670 -3.078 -3.228
S -1.448 1.234 -2.412
F 0.927 -2.465 -3.758
C 0.319 2.828 -0.985
F -0.274 -4.495 -2.361
C 1.041 -1.303 0.949
H 0.428 3.672 -1.716
H -2.045 -1.206 4.301
H -2.620 -5.111 -3.756
H 0.780 -2.726 -0.687
H 0.713 -8.187 -2.908
H 0.110 1.588 3.638
H -3.107 6.266 4.047
Cl 1.624 -2.472 2.244
H -2.173 7.844 4.075
F 1.241 -4.363 -4.760
O 0.185 4.039 3.262
C -1.614 -5.212 -4.164
C 0.295 -3.461 -4.422
C 0.135 0.761 2.900
C -0.956 4.766 3.686
H -0.069 -1.293 0.917
F -0.769 -8.296 -5.057
N 0.624 1.140 1.557
C -0.791 -4.071 -3.536
C 0.305 1.505 -1.837
C 2.489 2.693 2.329
H -0.133 -3.038 -5.336
H -0.687 2.946 -0.534
H -1.737 -5.089 -5.242
O -1.235 -6.542 -3.821
H -1.675 -0.053 1.832
H 2.473 -2.467 -0.208
H -0.964 3.108 1.799
H 2.376 2.366 -0.373
C 1.518 2.946 0.023
F 1.532 -6.399 -3.169
C 1.514 -1.937 -0.420
H 0.065 4.437 1.190
C 0.043 3.590 1.921
C -0.233 -7.153 -4.568
H 1.665 -1.190 -1.223
H 0.878 1.684 -2.768
C -2.412 6.931 3.487
C -1.345 0.155 2.873
H 1.871 3.999 0.088
C 1.642 0.151 1.180
O 2.556 2.486 3.547
H -1.911 4.194 3.574
N -1.336 -1.176 3.575
H -2.937 7.285 2.570
H -2.017 0.828 3.446
H -1.132 6.095 1.905
C -1.103 6.168 3.012
H -0.803 4.953 4.777
F 0.082 -6.397 -5.636
H 0.658 0.649 -1.237
O 3.550 3.009 1.677
H 0.751 -0.043 3.370
C 0.987 -7.503 -3.715
H -2.106 0.664 -1.353
F 1.943 -8.086 -4.479
H 2.421 0.014 1.978
H 2.200 0.387 0.253
C 1.130 2.519 1.501

For the strongest force on any atom, the calculation gives 3.04 eV/Å. The calculation puts the highest occupied orbital energy at -3.91 eV. The charge is -1. The calculation puts the HOMO-LUMO gap at 0.2143 hartree.

7.
Here is a 6-piece molecular cluster, C19H32N2O10S overall in a non-equilibrium geometry from OMol25. Energies are from ωB97M-V/def2-TZVPD.

Atoms and positions in Å:
H 5.946 -4.864 -6.591
C -6.223 0.275 2.995
C 4.063 -4.756 -5.809
O 2.584 -0.093 -0.385
H -1.641 -0.185 6.616
H 4.584 -5.214 -4.968
H -7.846 -1.098 2.743
O 3.075 4.290 -5.416
H -6.037 1.337 2.838
N 0.985 -6.158 -3.988
C 2.951 2.995 -5.992
C 1.721 -5.786 -4.822
H -1.731 0.633 8.127
H -1.236 2.149 5.820
O -6.511 -1.205 1.308
H -2.449 1.856 0.189
N -2.086 3.757 8.519
C -1.062 0.029 7.515
C -5.239 -1.237 1.748
C 4.940 -4.981 -6.993
O -2.880 5.351 2.477
C -0.596 2.427 6.658
H -0.725 -0.848 8.067
H 4.898 -5.951 -7.488
H 3.841 2.451 -5.677
H 3.212 -0.520 2.509
C 3.047 -1.466 1.993
C -7.262 -0.448 2.092
C 2.048 4.501 -4.610
H 3.697 -2.243 2.396
O 1.948 5.604 -3.982
C -1.443 3.189 7.603
H -6.474 -0.055 4.003
O -1.080 4.109 1.767
H -0.116 2.438 0.876
H 0.870 -2.660 0.446
H 2.189 -3.568 0.078
H 2.094 -4.555 -6.333
H -7.940 0.235 1.580
H -0.443 3.933 -0.032
H 0.726 0.580 6.712
H 1.837 1.460 -4.751
H 0.167 3.132 6.330
H 1.525 -2.675 -1.247
H 1.985 -1.643 2.161
H -2.070 3.241 -0.864
C -2.221 2.922 0.167
H 0.582 1.353 8.206
H 2.548 -6.148 -6.786
H 2.890 3.099 -7.076
O 1.270 3.366 -4.503
C 1.757 -2.602 -0.185
H 4.040 -3.691 -5.577
H 4.730 -4.185 -7.708
C 0.006 1.146 7.304
C 2.651 -5.423 -5.980
H 0.895 2.319 -6.079
C 1.717 2.353 -5.364
C -0.836 3.240 0.712
C -2.405 4.531 1.715
O -3.055 3.811 0.777
O -5.029 -0.428 2.771
O -4.474 -2.033 1.214
S 3.094 -1.393 0.173

For the strongest force on any atom, the calculation gives 9.64 eV/Å. The calculation puts the highest occupied orbital energy at -9.11 eV. The value obtained for the energy above the lowest of the compared OMol25 structures with the same formula, charge and spin is 15.21 kcal/mol. The charge is 0. The calculation puts the HOMO-LUMO gap at 0.3373 hartree.

8.
Here is one molecule with the formula C19H32N2O3 from OMol25. Energies are from ωB97M-V/def2-TZVPD.

Atoms and positions in Å:
O -3.187 -2.872 -0.514
H -5.925 -1.982 2.080
H 2.758 -1.782 -1.239
O 4.426 -2.745 -0.525
H -2.801 3.182 1.220
H 0.474 -2.319 -0.117
H 3.076 -2.531 1.019
H -1.000 -2.884 -0.906
H -3.208 3.359 -0.491
H 0.921 2.971 0.676
H 4.652 -3.272 1.401
C -3.375 -1.688 -0.327
H 1.722 -0.801 0.967
H -5.529 -2.858 -0.826
C -0.274 -2.076 -0.871
N -0.402 0.402 -0.475
H 4.446 -0.890 2.280
C -5.819 -2.743 1.310
H -4.934 -3.338 1.521
H -0.342 2.769 1.894
H 1.396 -0.105 -1.354
C -2.445 3.543 0.259
C -0.093 3.245 0.948
C 1.028 0.563 -0.571
H -2.293 4.618 0.332
C -0.708 3.410 -1.497
H -0.641 4.495 -1.454
C 4.714 -1.105 1.245
H -6.692 -3.389 1.324
H 5.808 -1.149 1.166
H -3.521 1.166 0.084
H -6.570 -1.498 -0.301
C -1.357 1.368 -0.203
C -0.998 -0.819 -0.551
H -0.111 4.323 1.098
C -2.355 -0.653 -0.329
H 3.234 1.735 0.252
C -1.124 2.860 -0.123
C -5.684 -2.090 -0.060
H 4.111 -2.027 -2.375
H 1.151 0.748 1.556
H 0.220 -2.010 -1.841
H 0.255 3.029 -1.827
H 1.254 1.584 -0.878
C 3.177 0.806 0.830
C 4.399 -0.361 -1.008
H 3.394 1.061 1.872
C 3.852 -1.755 -1.350
H -1.451 3.139 -2.243
C -2.564 0.731 -0.112
H 5.472 -0.358 -1.243
C 1.728 0.269 0.763
N 4.265 -0.025 0.393
O -4.600 -1.171 -0.098
H 3.907 0.399 -1.615
C 4.161 -2.478 0.835

For the strongest force on any atom, the calculation gives 0.72 eV/Å. Its SMILES is CCOC(=O)c1cc(C(C)(C)C)n(CCCN2CCOCC2)c1C. The calculation puts the highest occupied orbital energy at -8.02 eV. The value obtained for the energy above the lowest of the compared OMol25 structures with the same formula, charge and spin is 55.44 kcal/mol. The charge is 0. The calculation puts the HOMO-LUMO gap at 0.3203 hartree.